# 1
Molecular formula: C11H31Ba4F3O10
Method: DFT, ωB97M-V/def2-TZVPD

Calculated values
frontier orbital gap: 3.221 eV
LUMO: -14.6 eV
net charge: +4
relative energy (zero: lowest compared OMol25 entry of this formula, charge and spin): 14.63 kcal/mol
E_HOMO: -17.80 eV
largest force on an atom: 3.03 eV/Å
E_tot: -1590.29825 a.u.

Structure (XYZ):
```
59
Properties=species:S:1:pos:R:3:lowdin_charge:R:1
Ba 1.197 -4.270 0.926 1.820
Ba 0.867 -2.573 -2.840 1.859
Ba 4.142 -1.544 -0.772 1.922
Ba -2.604 -3.834 -0.647 1.915
O -1.942 -2.430 -2.741 -0.732
H -1.757 -1.486 -2.789 -0.121
C 2.617 0.295 -3.654 -0.505
O 1.249 0.244 -3.270 -0.243
O 3.151 -0.911 -3.345 -0.468
C 2.799 0.772 -5.084 -0.592
F 2.130 0.001 -5.943 0.179
F 2.367 2.032 -5.197 0.179
F 4.095 0.736 -5.378 0.194
C 0.387 1.412 -3.403 -0.185
C -0.836 1.085 -2.596 -0.051
H -1.360 0.228 -3.032 0.059
H -0.596 0.901 -1.545 0.071
H -1.560 1.902 -2.597 0.104
H 0.132 1.581 -4.445 0.140
H 0.885 2.283 -2.976 0.144
H 3.119 1.050 -3.014 0.165
O 1.341 -1.563 -0.335 -0.786
C 0.631 -0.918 0.741 -0.377
C -0.778 -1.408 1.026 -0.376
O -1.002 -2.768 1.414 -0.672
H 0.534 0.157 0.557 0.121
H 1.226 -1.015 1.673 0.091
H -1.336 -1.220 0.082 0.077
H -1.295 -0.765 1.742 0.144
C 3.572 1.515 1.046 -0.080
O 4.673 0.862 0.346 -0.322
H 3.918 2.362 1.634 0.116
H 2.855 1.930 0.333 0.095
H 3.048 0.815 1.700 0.064
H 5.479 1.386 0.446 0.114
C -1.865 3.388 0.204 -0.228
O -1.998 4.397 1.128 -0.060
H -1.267 2.530 0.577 0.058
H -2.794 2.938 -0.202 0.073
H -1.421 3.785 -0.713 0.080
H -2.402 4.063 1.935 0.098
C 1.506 -0.338 4.732 -0.231
O 1.142 0.556 5.697 -0.055
H 0.856 -1.240 4.711 0.064
H 1.403 0.124 3.737 0.055
H 2.547 -0.692 4.813 0.085
H 1.539 0.326 6.543 0.110
C -4.270 0.034 -1.308 -0.107
O -4.157 -1.357 -1.614 -0.219
H -5.205 0.168 -0.774 0.101
H -3.442 0.379 -0.679 0.065
H -4.318 0.628 -2.220 0.101
H -3.427 -1.545 -2.220 -0.030
C -2.382 -2.268 4.869 -0.125
O -2.206 -3.510 4.187 -0.133
H -1.448 -1.706 4.971 0.061
H -3.139 -1.640 4.389 0.085
H -2.737 -2.503 5.868 0.096
H -1.861 -3.360 3.306 -0.009
```



# 2
Molecular formula: C40H26Cl4NO5PS2V
Method: DFT, ωB97M-V/def2-TZVPD

Calculated values
frontier orbital gap (spin up / spin down): 6.699 / 6.795 eV
2S+1: 2
LUMO (spin up / spin down): 4.1 / 4.1 eV
net charge: -2
relative energy (zero: lowest compared OMol25 entry of this formula, charge and spin): 6.15 kcal/mol
E_HOMO (spin up / spin down): -2.61 / -2.71 eV
largest force on an atom: 0.72 eV/Å
E_tot: -5893.54781 a.u.
expectation value of S²: 0.783

Structure (XYZ):
```
80
Properties=species:S:1:pos:R:3:lowdin_charge:R:1
V 0.246 -0.937 0.577 0.829
C -2.315 6.050 1.040 -0.108
C -2.534 4.803 1.616 -0.087
C -2.116 3.657 0.964 -0.110
C -1.469 3.729 -0.272 -0.346
C -1.262 4.980 -0.843 -0.086
C -1.682 6.133 -0.189 -0.103
P -0.860 2.128 -0.943 1.188
C -0.357 2.673 -2.632 -0.364
C -1.144 2.618 -3.778 -0.072
C -0.639 3.029 -5.004 -0.099
C 0.663 3.497 -5.108 -0.116
C 1.467 3.537 -3.975 -0.097
C 0.961 3.117 -2.753 -0.122
C -2.448 1.285 -1.275 -0.295
C -3.538 2.048 -1.618 -0.123
C -4.729 1.468 -2.088 -0.099
C -4.771 0.116 -2.263 -0.059
C -3.677 -0.708 -1.907 -0.173
C -3.781 -2.100 -2.124 -0.070
C -2.761 -2.915 -1.738 -0.076
C -1.644 -2.368 -1.080 -0.133
C -1.459 -1.023 -0.828 -0.096
C -2.492 -0.149 -1.322 -0.144
H -2.628 6.951 1.555 0.090
H -3.008 4.723 2.586 0.096
H -2.283 2.687 1.416 0.091
H -0.768 5.061 -1.802 0.093
H -1.508 7.101 -0.645 0.091
H -2.157 2.240 -3.714 0.098
H -1.265 2.972 -5.887 0.095
H 1.058 3.809 -6.067 0.091
H 2.493 3.876 -4.043 0.100
H 1.603 3.115 -1.878 0.087
H -3.472 3.128 -1.554 0.100
H -5.577 2.092 -2.342 0.090
H -5.655 -0.362 -2.671 0.099
H -4.681 -2.493 -2.586 0.095
H -2.820 -3.986 -1.894 0.096
H -0.913 -3.075 -0.707 0.086
Cl 3.055 4.867 2.526 0.608
C 1.954 3.534 2.382 -0.714
C 0.842 3.441 3.205 -0.708
Cl 0.553 4.655 4.407 0.621
C -0.052 2.378 3.071 -0.613
Cl -1.433 2.223 4.104 0.698
C 0.147 1.416 2.085 -0.443
O -0.652 0.444 1.784 -0.166
C 1.329 1.471 1.308 -0.408
O 1.447 0.480 0.434 -0.248
C 2.191 2.539 1.427 -0.604
Cl 3.560 2.612 0.364 0.673
O -0.169 -4.266 2.246 -0.407
S -0.296 -2.883 2.677 0.149
O -0.846 -2.736 4.002 -0.382
O -1.054 -2.075 1.638 -0.500
S 1.486 -1.895 2.474 0.474
C 4.614 -4.422 -0.036 -0.125
C 3.341 -4.817 0.358 -0.092
C 2.246 -3.996 0.141 -0.067
C 2.408 -2.759 -0.476 -0.328
C 3.687 -2.364 -0.867 -0.021
C 4.781 -3.186 -0.646 -0.106
N 1.300 -1.907 -0.727 -0.094
C 1.209 -1.613 -2.110 -0.296
C 1.147 -2.662 -3.035 -0.028
C 1.034 -2.414 -4.391 -0.102
C 0.992 -1.107 -4.865 -0.109
C 1.069 -0.061 -3.957 -0.073
C 1.177 -0.309 -2.596 -0.022
H 5.469 -5.064 0.143 0.082
H 3.198 -5.767 0.858 0.097
H 1.266 -4.285 0.494 0.083
H 3.810 -1.394 -1.334 0.118
H 5.769 -2.856 -0.946 0.088
H 1.180 -3.679 -2.664 0.116
H 0.970 -3.245 -5.083 0.089
H 0.899 -0.908 -5.926 0.085
H 1.050 0.964 -4.306 0.070
H 1.255 0.509 -1.893 0.072
```



# 3
Molecular formula: C17H21N4O5S3Ti
Method: DFT, ωB97M-V/def2-TZVPD

Calculated values
frontier orbital gap (spin up / spin down): 5.593 / 7.278 eV
2S+1: 3
LUMO (spin up / spin down): 2.5 / 2.4 eV
net charge: -1
relative energy (zero: lowest compared OMol25 entry of this formula, charge and spin): 17.32 kcal/mol
E_HOMO (spin up / spin down): -3.09 / -4.92 eV
largest force on an atom: 0.41 eV/Å
E_tot: -3299.84607 a.u.
expectation value of S²: 2.017

Structure (XYZ):
```
51
Properties=species:S:1:pos:R:3:nbo_charge:R:1
Ti -0.284 -0.500 -0.271 1.308
C -6.028 -1.867 -1.318 -0.613
C -4.822 -2.797 -1.331 -0.215
N -4.093 -2.791 -0.077 -0.624
C -3.005 -1.990 0.171 0.293
S -2.744 -0.585 -0.842 -0.319
N -2.262 -2.326 1.179 -0.434
N -1.194 -1.461 1.346 -0.404
C -0.800 -1.250 2.595 0.191
C -1.458 -1.956 3.734 -0.653
C 0.213 -0.266 2.732 0.104
C 0.797 0.148 3.953 -0.224
C 1.807 1.067 3.957 -0.206
C 2.284 1.566 2.726 -0.335
C 1.680 1.140 1.574 0.072
N 0.626 0.302 1.546 -0.593
H -6.558 -1.909 -2.273 0.196
H -5.703 -0.841 -1.149 0.226
H -6.723 -2.145 -0.523 0.193
H -4.151 -2.516 -2.145 0.216
H -5.148 -3.824 -1.516 0.182
H -4.073 -3.645 0.456 0.391
H -2.522 -1.715 3.763 0.230
H -1.011 -1.695 4.691 0.200
H -1.391 -3.035 3.593 0.235
H 0.442 -0.274 4.882 0.206
H 2.252 1.386 4.891 0.203
H 3.123 2.246 2.675 0.211
H 2.043 1.452 0.605 0.215
O 1.766 -0.752 -3.240 -0.991
S 1.668 -1.364 -1.937 2.575
O 2.597 -2.428 -1.658 -0.977
O 0.211 -1.823 -1.662 -0.999
O 1.717 -0.284 -0.844 -1.051
C 0.808 2.716 -1.668 -0.824
S -0.732 1.876 -1.326 1.355
O -1.507 1.886 -2.575 -0.946
C -1.511 3.061 -0.222 -0.277
C -2.562 3.792 -0.750 -0.193
C -3.225 4.701 0.061 -0.212
C -2.844 4.860 1.386 -0.211
C -1.800 4.108 1.905 -0.212
C -1.128 3.196 1.104 -0.153
H 0.537 3.575 -2.284 0.235
H 1.418 1.999 -2.217 0.284
H 1.303 3.025 -0.751 0.232
H -2.851 3.622 -1.779 0.251
H -4.049 5.276 -0.342 0.210
H -3.370 5.562 2.020 0.208
H -1.511 4.217 2.943 0.212
H -0.331 2.592 1.514 0.232
```



# 4
Molecular formula: H2N4O2
Method: DFT, ωB97M-V/def2-TZVPD

Calculated values
frontier orbital gap: 11.572 eV
LUMO: 0.8 eV
structure (SMILES): O/N=N\O.N#N
relative energy (zero: lowest compared OMol25 entry of this formula, charge and spin): 10.03 kcal/mol
E_HOMO: -10.80 eV
largest force on an atom: 3.20 eV/Å
E_tot: -370.60815 a.u.

Structure (XYZ):
```
8
Properties=species:S:1:pos:R:3:nbo_charge:R:1
O -0.613 -1.625 -1.439 -0.514
N 0.341 -1.494 -0.529 0.116
N 0.731 -0.456 -0.077 0.055
O 0.101 0.732 -0.548 -0.651
H -0.942 -0.790 -1.749 0.477
H 0.449 1.575 -0.057 0.514
N 0.259 1.400 1.919 -0.043
N -0.326 0.659 2.479 0.046
```



# 5
Molecular formula: C10H14BrClNO5SY
Method: DFT, ωB97M-V/def2-TZVPD

Calculated values
frontier orbital gap: 9.045 eV
LUMO: -7.8 eV
net charge: +2
relative energy (zero: lowest compared OMol25 entry of this formula, charge and spin): 1.54 kcal/mol
E_HOMO: -16.80 eV
largest force on an atom: 3.73 eV/Å
E_tot: -4290.35337 a.u.

Structure (XYZ):
```
34
Properties=species:S:1:pos:R:3:nbo_charge:R:1
Y 0.010 0.198 -0.522 2.174
O 2.055 0.662 2.009 -0.710
Cl 0.681 0.984 2.202 2.375
O 0.279 1.528 3.478 -0.632
O -0.161 -0.387 1.810 -0.871
O 0.231 1.934 1.089 -0.885
C 4.048 -3.483 1.177 -0.646
C 3.416 -2.613 0.124 0.030
C 4.205 -2.114 -0.951 -0.080
C 3.680 -1.214 -1.863 -0.260
C 2.367 -0.788 -1.659 0.253
Br 1.527 0.812 -2.878 0.088
N 1.617 -1.331 -0.689 -0.683
C 2.084 -2.305 0.131 0.072
H 5.055 -3.743 0.859 0.246
H 3.453 -4.373 1.385 0.256
H 4.127 -2.901 2.101 0.259
H 5.227 -2.365 -1.082 0.262
H 4.267 -0.736 -2.645 0.276
H 1.356 -2.711 0.865 0.256
O -1.997 -0.204 -0.823 -1.104
S -3.598 0.226 -1.074 1.234
C -3.400 1.928 -1.758 -0.569
C -3.240 2.855 -0.577 -0.427
C -4.123 2.282 0.536 -0.425
C -3.899 0.788 0.602 -0.577
H -4.303 2.210 -2.392 0.290
H -2.529 1.922 -2.437 0.254
H -3.471 3.929 -0.835 0.279
H -2.208 2.889 -0.203 0.209
H -5.177 2.490 0.352 0.239
H -3.854 2.830 1.463 0.267
H -4.718 0.239 1.034 0.281
H -3.007 0.560 1.172 0.270
```



# 6
Molecular formula: C5H12O3Pr
Method: DFT, ωB97M-V/def2-TZVPD

Calculated values
frontier orbital gap (spin up / spin down): 4.191 / 4.248 eV
2S+1: 4
LUMO (spin up / spin down): -9.6 / -9.6 eV
net charge: +2
relative energy (zero: lowest compared OMol25 entry of this formula, charge and spin): 2.11 kcal/mol
E_HOMO (spin up / spin down): -13.80 / -13.80 eV
largest force on an atom: 1.95 eV/Å
E_tot: -939.74070 a.u.
expectation value of S²: 3.752

Structure (XYZ):
```
21
Properties=species:S:1:pos:R:3:nbo_charge:R:1
C 2.120 -2.384 1.599 -0.749
C 0.721 -2.368 2.074 0.563
O -0.111 -3.244 1.794 -0.787
Pr -2.244 -4.330 2.902 1.956
H 2.292 -3.158 0.845 0.265
H 2.766 -2.527 2.482 0.285
H 2.385 -1.397 1.199 0.301
H 0.438 -1.594 2.807 0.154
O -0.355 -0.403 -0.061 -0.730
H -1.219 -0.887 -0.065 0.453
C -0.257 2.624 -2.987 -0.252
O 0.063 1.864 -1.850 -0.534
C -0.982 1.796 -0.915 -0.087
C -0.560 0.957 0.270 -0.084
H 0.616 2.618 -3.650 0.210
H -1.120 2.194 -3.525 0.168
H -0.497 3.667 -2.715 0.174
H -1.889 1.367 -1.381 0.161
H -1.245 2.808 -0.553 0.184
H -1.315 1.067 1.065 0.156
H 0.394 1.330 0.666 0.196
```



Which value of E_tot does entry 4 give? -370.60815 a.u.